<P>
Computed, not measured: C3H4NP in the gas phase, with ωB97M-V/def2-TZVPD.

```
9
C3H4NP, DFT ωB97M-V/def2-TZVPD
C 2.1856 0.3158 0.0203
N 0.5876 0.1735 0.0108
C -0.6283 -0.0502 0.0028
C -1.9468 -0.3862 0.0134
P -3.5175 0.0936 -0.0924
H 2.5033 0.0412 -0.9769
H 2.3463 1.3673 0.2300
H 2.5581 -0.3387 0.7932
H -4.0883 -1.2162 -0.0012
```

Summary:
Multiplicity: 1
E_HOMO in eV: -7.4831

***

<Q>
Computed, not measured: a 2-piece molecular cluster, C3H4NP overall, with ωB97M-V/def2-TZVPD.

```
9
C3H4NP, DFT ωB97M-V/def2-TZVPD
C 1.2288 -0.0174 -1.2642
C 0.2800 -0.0311 -0.3307
C 0.1142 -0.5277 1.0231
N 2.0298 0.0415 -2.1132
P -1.6261 1.2987 -1.3515
H 0.8516 -0.0615 1.6874
H -0.8807 -0.3279 1.4121
H 0.2923 -1.6071 1.0492
H -2.2898 1.2327 -0.1121
```

Summary:
Multiplicity: 1
E_HOMO (alpha / beta) in eV: -8.9371 / -9.4879

***

Here is how they stack up, most stable first: <P>, <Q>.

***

<P>
Computed, not measured: C3H4F2 in the gas phase, with ωB97M-V/def2-TZVPD.

```
9
C3H4F2, DFT ωB97M-V/def2-TZVPD
C 0.5201 0.2978 1.3639
C -0.3701 -0.2584 0.5252
F -1.5333 -0.8923 0.8951
C -0.3854 -0.2091 -1.0331
F -0.1611 0.9976 -1.6563
H 0.4023 0.1173 2.4472
H 1.3198 0.7091 0.9021
H 0.4608 -0.9084 -1.3049
H -1.3892 -0.4816 -1.3404
```

Summary:
Multiplicity: 1
E_HOMO in eV: -10.1719

***

<Q>
Computed, not measured: a 2-piece molecular cluster, C3H4F2 overall, with ωB97M-V/def2-TZVPD.

```
9
C3H4F2, DFT ωB97M-V/def2-TZVPD
F -0.2028 -1.5983 1.4044
C 0.0264 -0.7325 0.3780
C -0.1765 0.1469 -0.5770
C 1.2947 -0.3621 -0.5061
H -0.8486 0.6933 -1.1236
H 1.8147 -0.8836 -1.2982
H 2.0361 0.2765 0.0496
F 1.2789 1.8192 1.8358
H 1.9339 1.0996 1.6014
```

Summary:
Multiplicity: 1
E_HOMO in eV: -9.8874

***

<R>
Computed, not measured: a 2-piece molecular cluster, C3H4F2 overall, with ωB97M-V/def2-TZVPD.

```
9
C3H4F2, DFT ωB97M-V/def2-TZVPD
C -1.5947 -0.9574 -0.3752
C -0.9516 0.1579 -0.2085
C 1.7948 0.6015 0.4096
F -1.4158 1.3722 0.0442
F 2.3881 -0.0748 -0.5712
H -2.6834 -0.9871 -0.3682
H -1.0806 -1.8809 -0.5480
H 1.7487 1.6635 0.2587
H 1.7946 0.1050 1.3587
```

Summary:
Multiplicity: 1
E_HOMO (alpha / beta) in eV: -9.5180 / -8.7000

***

Here is how they stack up, most stable first: <P>, <Q>, <R>.

***

<P>
Computed, not measured: a 2-piece molecular cluster, C10H16O overall, with ωB97M-V/def2-TZVPD.

```
27
C10H16O, DFT ωB97M-V/def2-TZVPD
C -1.2466 1.2408 -2.1222
C 0.2095 0.7044 -2.0435
C -1.5297 2.2458 -0.8975
H -1.1635 1.7917 -3.1195
H -2.0293 0.4481 -1.8980
H 0.9005 1.5223 -2.0027
H -1.2821 1.6238 -0.1403
H -0.9024 2.9825 -1.1140
H 0.1819 0.1234 -3.0982
H 0.3629 0.1548 -1.1534
H -2.5493 2.5819 -0.8629
C -1.2711 -0.0428 2.5838
C 2.1910 -0.5403 1.0153
C 2.0000 -1.5333 0.1398
C 1.1083 0.1002 1.6620
C -0.1599 -0.5283 1.7119
C 0.7099 -2.2476 0.1090
C -0.3654 -1.6726 0.8346
O 2.9358 -1.8667 -0.7690
H 3.1443 -0.0520 1.1806
H 1.1617 0.9598 2.3975
H 0.7524 -3.1401 -0.4177
H 2.7715 -2.6679 -1.3323
H -1.1139 0.8994 3.0583
H -1.3567 -0.8470 3.4102
H -1.3113 -2.2723 0.9491
H -2.1486 0.0322 1.9193
```

Summary:
Charge: +1
Multiplicity: 2
E_HOMO (alpha / beta) in eV: -13.5475 / -13.5492

***

<Q>
Computed, not measured: a 2-piece molecular cluster, C10H16O overall, with ωB97M-V/def2-TZVPD.

```
27
C10H16O, DFT ωB97M-V/def2-TZVPD
C 1.6512 -2.0512 0.9055
C 2.8011 -2.7973 0.1263
C 2.3054 -0.9395 1.7686
H 0.9706 -1.6858 0.2321
H 1.1960 -2.8624 1.5742
H 3.6664 -3.0562 0.7457
H 2.9866 -1.4736 2.5047
H 2.8909 -0.3861 1.0339
H 3.1697 -2.1123 -0.6907
H 2.3999 -3.7072 -0.2768
H 1.4094 -0.4458 2.1890
C -0.1961 -0.4404 -2.8121
C -1.1007 -0.5104 -0.3677
C -0.7867 0.1602 -1.5858
C -1.3228 0.2052 0.8385
C -0.8929 1.5711 -1.5873
C -1.2858 1.5632 0.7860
C -1.1699 2.2527 -0.4000
O -1.5901 2.1011 1.9581
H -0.8399 -1.5344 -0.4320
H -1.4743 -0.3298 1.7834
H -0.4473 -1.5052 -2.8645
H 0.8950 -0.4363 -2.6572
H -0.8641 2.0590 -2.6173
H -1.3649 3.3411 -0.4420
H -1.3821 3.0194 1.9117
H -0.5074 0.2260 -3.6917
```

Summary:
Charge: +1
Multiplicity: 2
E_HOMO (alpha / beta) in eV: -13.9549 / -13.9560

***

Here is how they stack up, most stable first: <Q>, <P>.